1.
An isolated molecule of C14H18N2O3 at a distorted geometry, computed with ωB97M-V with the def2-TZVPD basis set.

```
37
Properties=species:S:1:pos:R:3:forces:R:3
O 2.03822 2.66845 1.29031 -0.1 -0.1 -0.1
C 1.23494 2.11437 0.58918 0.3 -0.1 0.3
O 0.78615 2.66443 -0.53402 -0.5 -0.3 -0.2
C 0.72139 0.69221 0.92313 -0.1 0.1 -0.2
C 1.17892 -0.35336 -0.11708 -0.2 0.3 -0.5
C 2.68677 -0.44635 -0.22430 -0.2 -0.1 0.2
C 3.40001 0.43498 -1.02468 -0.1 0.5 -0.5
C 4.79092 0.35189 -1.10050 -0.1 0.2 -0.1
C 5.47719 -0.60780 -0.36959 -1.3 0.0 0.1
C 4.76394 -1.49349 0.44032 0.4 -0.2 0.1
C 3.37914 -1.40945 0.51696 0.2 0.3 -0.3
N -0.73768 0.65169 1.11977 0.5 0.2 -0.7
C -1.66680 0.79719 0.15750 -0.1 0.2 -0.2
O -1.39830 1.14787 -0.99378 0.1 -0.1 0.2
C -3.10003 0.50775 0.58283 -0.2 -0.3 -0.3
C -3.30657 -1.01221 0.81833 0.0 -0.3 -0.2
C -4.49920 -1.38221 -0.07679 -0.8 1.3 1.0
C -4.39860 -0.34860 -1.17799 0.4 0.0 -0.6
N -4.06985 0.86695 -0.44816 -0.1 -0.3 0.7
H 0.03721 2.11421 -0.89436 0.3 0.2 0.0
H 1.16767 0.45322 1.88379 0.0 0.0 0.1
H 0.72027 -0.08856 -1.09157 0.4 -0.2 0.5
H 0.75499 -1.31956 0.17819 0.1 0.1 0.0
H 2.85567 1.20703 -1.60900 0.5 -0.6 0.4
H 5.34422 1.04815 -1.73718 -0.2 -0.2 0.2
H 6.52914 -0.66849 -0.43989 1.0 -0.1 0.0
H 5.32509 -2.25912 1.00198 -0.5 0.4 -0.3
H 2.81714 -2.10002 1.12589 0.0 -0.1 0.2
H -1.06317 0.42850 2.02664 -0.2 -0.2 0.8
H -3.30929 1.04353 1.50110 0.0 0.3 0.2
H -2.42719 -1.57161 0.49630 0.1 0.0 -0.1
H -3.46885 -1.26974 1.86057 0.0 0.1 0.1
H -4.47235 -2.37555 -0.43669 0.1 -1.1 -0.3
H -5.46071 -1.22604 0.48890 0.9 -0.2 -0.6
H -5.30972 -0.21601 -1.73774 -0.5 0.0 -0.1
H -3.62826 -0.60916 -1.93637 -0.1 -0.1 0.4
H -3.69244 1.56490 -1.05199 0.3 0.5 -0.4
```
Positions in Å, forces in eV/Å.

The max |F| comes out at 1.8 eV/A. The SMILES is O=C(O)[C@H](Cc1ccccc1)NC(=O)[C@@H]1CCCN1. The calculation puts the relative energy (zero: lowest compared OMol25 entry of this formula, charge and spin) at 7.5 kcal per mole. For the lowest unoccupied orbital energy, the calculation gives 0.47 eV. The highest occupied orbital energy is -9.22 eV. The HOMO-LUMO gap is 0.356 hartree.



2.
A cluster of 2 separate species, C2H8NO in total, computed with ωB97M-V with the def2-TZVPD basis set.

```
12
Properties=species:S:1:pos:R:3:forces:R:3
O -3.02724 1.52667 0.88234 0.2 -0.1 -0.1
H -2.14069 1.15066 0.96485 -0.2 0.1 0.2
C 0.11270 -1.35185 0.20425 -0.4 0.2 0.2
N 0.39874 0.05420 0.42257 -0.4 0.1 -0.1
C 1.12258 0.67671 -0.68106 0.0 0.2 0.7
H -0.49832 -1.53395 -0.69860 0.2 -0.1 0.1
H -0.43828 -1.72578 1.06979 0.0 -0.1 -0.1
H 1.03670 -1.91361 0.13982 0.3 -0.2 -0.1
H -0.49618 0.53496 0.51412 0.2 -0.1 0.1
H 1.10090 0.05806 -1.58231 0.0 0.1 -0.2
H 0.67123 1.65153 -0.86336 0.0 0.0 -0.3
H 2.15786 0.87240 -0.37240 0.0 -0.2 -0.3
```
Positions in Å, forces in eV/Å.

The max |F| comes out at 0.7 eV/A. The calculation puts the relative energy (zero: lowest compared OMol25 entry of this formula, charge and spin) at 24.9 kcal per mole. For the lowest unoccupied orbital energy, the calculation gives 3.91 eV. The highest occupied orbital energy is -2.21 eV. The HOMO-LUMO gap is 0.225 hartree. Its net charge is -1.



3.
A cluster of 2 separate species, C3H12N3O in total at a distorted geometry, computed with ωB97M-V with the def2-TZVPD basis set.

```
19
Properties=species:S:1:pos:R:3:forces:R:3
C -0.19416 -0.31653 2.37064 0.8 -0.1 0.9
C 0.44359 0.20649 1.08972 0.0 -0.1 0.0
N -0.37810 -0.22288 0.01101 1.4 0.0 0.5
C 0.16502 -0.82751 -1.12049 -0.3 -1.2 -1.7
N -0.54775 -0.84808 -2.21698 -0.6 1.1 0.7
N 1.31001 -1.48240 -1.08229 -0.8 1.1 2.5
H -0.66670 -1.29174 2.25202 -0.5 0.3 -0.3
H -0.79648 0.43210 2.86443 -0.4 -0.1 0.1
H 0.61403 -0.59066 3.06409 0.2 0.4 -0.1
H 0.59844 1.30901 1.02521 -1.0 0.3 0.4
H 1.52930 0.07445 0.94946 -0.2 -1.0 -0.3
H -1.38904 -0.25529 0.16894 -0.1 0.3 -0.1
H -0.20280 -1.30020 -3.04816 -0.1 -0.2 -0.3
H -1.37080 -0.25522 -2.28710 0.0 0.0 -0.3
H 1.90542 -1.48153 -1.85866 1.0 -0.5 -1.5
H 1.71959 -1.63285 -0.16992 0.4 -0.2 -0.2
H -1.44126 3.36559 -0.53445 -0.6 -0.2 -0.1
H -0.17584 2.63901 -0.71856 0.3 0.1 -0.3
O -1.12246 2.47825 -0.75891 0.4 0.0 0.4
```
Positions in Å, forces in eV/Å.

The spin multiplicity is 2. The max |F| comes out at 2.8 eV/A. The calculation puts the relative energy (zero: lowest compared OMol25 entry of this formula, charge and spin) at 20.7 kcal per mole. For the lowest unoccupied orbital energy (alpha / beta), the calculation gives -8.43 / -13.66 eV. The highest occupied orbital energy (alpha / beta) is -19.28 / -19.25 eV. The HOMO-LUMO gap (alpha / beta) is 0.399 / 0.206 hartree. Its net charge is +2. As for the expectation value of S²: 0.7560.



4.
An isolated molecule of C4H5N3 at a distorted geometry, computed with ωB97M-V with the def2-TZVPD basis set.

```
12
Properties=species:S:1:pos:R:3:forces:R:3
C 2.46544 -1.51070 -0.02638 -3.2 1.6 -2.7
N 1.37650 -0.85963 0.24890 1.8 -1.4 2.1
N 0.59033 0.07635 0.10036 -0.2 0.9 -0.7
C -0.68746 0.31190 0.03462 3.4 0.1 -0.4
C -1.19350 1.67442 0.02316 0.5 1.4 0.1
C -1.67533 -0.63537 0.04868 -1.1 -2.5 -0.3
N -2.50390 -1.43017 0.03326 -0.4 -0.2 0.1
H 3.05271 -2.07267 0.68194 -0.2 0.1 0.2
H 2.58579 -1.54516 -1.14240 0.9 -0.4 1.0
H -0.42413 2.42613 0.28648 -0.6 -0.5 0.7
H -2.06318 1.52324 0.63904 -0.4 1.4 0.7
H -1.52328 2.04166 -0.92768 -0.4 -0.3 -0.9
```
Positions in Å, forces in eV/Å.

The max |F| comes out at 4.5 eV/A. The SMILES is C=N/N=C(/C)C#N. The calculation puts the relative energy (zero: lowest compared OMol25 entry of this formula, charge and spin) at 100.8 kcal per mole. For the lowest unoccupied orbital energy, the calculation gives 0.19 eV. The highest occupied orbital energy is -8.66 eV. The HOMO-LUMO gap is 0.325 hartree.